The following is a DFT calculation (the ωB97M-V functional and the def2-TZVPD basis) of a molecular structure, C26H33BN6O8SZn.

HOMO-LUMO gap = 4.37 eV
energy above the lowest of the compared OMol25 structures with the same formula, charge and spin = 529.61 kJ/mol
electronic energy = -112743.003 eV

Geometry as XYZ:
```
76
Properties=species:S:1:pos:R:3:forces:R:3:lowdin_charge:R:1
Zn -7.64177 -14.32180 9.43096 0.25 0.26 -1.74 0.76
S -14.05271 -17.93812 8.14876 -0.88 1.65 0.19 0.65
O -7.39032 -13.59381 6.50998 -0.30 -0.96 -1.50 0.09
O -4.11903 -12.72622 9.90288 0.48 -0.05 -0.27 0.10
O -4.13295 -14.79544 11.53474 -1.25 -0.66 -1.64 0.07
O -9.44547 -19.93037 7.41325 2.31 1.00 -1.07 0.03
O -14.55288 -19.28409 8.27348 -0.04 0.23 0.73 -0.31
O -9.42782 -12.86029 7.16151 -2.20 0.57 -2.13 0.09
O -14.00012 -16.97337 9.24906 0.09 -1.18 -0.44 -0.34
O -7.53404 -19.12564 6.54352 -1.97 -0.24 1.12 0.09
N -8.72314 -15.72904 8.55910 0.31 -2.55 0.77 0.01
N -7.63256 -12.33103 9.59415 1.24 1.20 3.54 -0.01
N -5.68903 -14.42693 9.82881 -0.49 1.87 0.11 0.07
N -6.17432 -17.21930 9.96511 1.03 3.07 1.18 0.09
N -10.16820 -17.33364 8.26530 -0.59 -3.08 -1.24 0.08
N -8.61038 -19.01360 7.14947 -0.53 -1.08 -0.39 -0.30
C -4.89973 -15.17683 10.63110 0.94 -0.13 1.75 -0.46
C -3.99895 -18.79073 10.72331 -0.25 -1.42 0.32 -0.07
C -6.30156 -12.04306 9.69557 -1.36 1.49 -0.85 -0.18
C -6.29890 -18.50617 10.05725 -0.47 -1.84 -0.57 -0.17
C -11.32862 -18.26581 8.48822 -0.60 1.66 0.32 -0.08
C -3.86284 -17.43125 10.69275 -1.28 2.02 -0.08 0.01
C -15.55031 -18.10152 5.78709 0.88 -0.17 1.39 -0.11
C -8.00139 -14.52572 4.34544 0.98 0.24 -0.27 -0.01
C -9.75183 -11.40430 5.24134 -0.88 3.00 0.63 -0.05
C -8.05664 -13.29696 5.24855 0.77 0.52 -0.48 -0.48
C -8.53436 -11.31585 9.85341 1.04 -1.08 -1.26 -0.11
C -10.63411 -13.69198 5.22783 -1.35 -0.61 -1.55 -0.03
C -9.98151 -16.13453 8.75672 1.20 0.62 0.06 -0.34
C -12.45428 -18.08048 7.45154 0.59 -2.02 -1.30 -0.22
C -15.02938 -17.11173 6.89091 -0.78 0.32 -1.09 -0.30
C -5.26288 -19.34474 10.46356 -0.01 -0.26 0.35 -0.06
C -8.05630 -16.72869 7.89292 -1.90 -0.02 -0.33 -0.01
C -5.26280 -13.10157 9.80508 0.00 0.14 -0.01 -0.45
C -5.02960 -16.63093 10.42533 0.83 -3.17 -0.67 -0.15
C -5.86861 -10.70153 9.64143 1.12 0.01 -0.45 0.00
C -8.13041 -10.02482 10.04271 -0.49 1.31 0.07 -0.07
C -8.96117 -17.72392 7.60294 -0.02 1.17 1.43 -0.11
C -6.76242 -9.67677 9.86025 -0.45 0.29 0.40 -0.06
C -9.48726 -12.80352 5.61870 1.07 -0.75 2.24 -0.44
C -7.15624 -12.21925 4.66929 -0.24 1.94 -1.39 -0.04
C -10.96490 -15.29089 9.42872 0.01 0.85 -0.15 0.05
B -8.31345 -13.49905 7.48991 2.03 0.16 1.91 -0.71
H -10.61739 -13.69717 4.09207 -0.28 -0.33 1.12 0.11
H -14.48130 -16.21539 6.49504 -0.41 -0.84 0.52 0.11
H -8.51147 -14.29752 3.37877 0.89 -0.19 0.41 0.10
H -11.64074 -13.24524 5.50001 1.28 -0.42 -0.06 0.10
H -3.16455 -19.45166 11.03771 -0.60 0.56 -0.41 0.12
H -9.17652 -10.58206 5.81315 -0.50 -1.68 -0.85 0.13
H -10.41611 -14.81394 10.27337 -0.81 -0.19 -0.40 0.10
H -15.93795 -18.93804 6.43548 0.30 0.43 -1.34 0.08
H -10.88113 -19.25265 8.46233 -0.52 0.15 0.21 0.10
H -7.44330 -11.83542 3.64990 0.12 -0.89 0.56 0.10
H -12.61506 -19.03354 6.88133 0.54 0.74 0.26 0.12
H -7.15744 -11.24922 5.21048 0.01 -0.90 0.34 0.09
H -15.90109 -16.77332 7.47341 0.39 0.13 -0.07 0.10
H -5.48060 -20.40180 10.63642 0.28 0.30 -0.29 0.10
H -11.26201 -14.49360 8.68568 0.11 -0.65 0.91 0.12
H -8.53587 -15.36692 4.75498 -0.14 -0.36 0.40 0.06
H -9.66073 -11.17816 4.16757 0.05 -0.30 0.29 0.10
H -2.94530 -16.87883 10.90021 -0.23 -0.40 0.12 0.12
H -7.29535 -18.90242 9.71980 1.05 0.09 0.48 0.12
H -10.80314 -11.19266 5.52175 0.38 0.02 -0.26 0.09
H -6.12319 -12.55739 4.61511 -0.07 -0.18 0.05 0.09
H -7.03420 -16.76356 7.62670 0.74 0.46 -0.04 0.13
H -11.82739 -18.01744 9.45582 1.00 -0.24 -0.37 0.13
H -14.66076 -18.40178 5.18366 -0.96 -0.15 0.23 0.08
H -4.78691 -10.51626 9.40200 -1.23 -0.20 0.67 0.14
H -6.89374 -14.81250 4.27813 -1.67 0.34 -0.41 0.12
H -8.91823 -9.25465 10.28967 1.10 -0.90 -0.35 0.12
H -10.62366 -14.76453 5.59064 0.34 1.27 -0.30 0.10
H -12.31375 -17.31757 6.69467 0.24 0.43 0.22 0.11
H -16.35209 -17.69481 5.14465 0.54 -0.03 0.45 0.08
H -11.81492 -15.89819 9.73973 -0.12 0.47 0.18 0.07
H -6.41516 -8.62308 9.95902 -0.41 -0.98 -0.27 0.12
H -9.55499 -11.62800 9.71198 -0.31 0.14 0.37 0.11
```
Positions in Å, forces in eV/Å.

The following is a DFT calculation (the ωB97M-V functional and the def2-TZVPD basis) of a molecular structure, C26H69N5O8.

HOMO-LUMO gap = 7.13 eV
energy above the lowest of the compared OMol25 structures with the same formula, charge and spin = 1623.53 kJ/mol
electronic energy = -51888.017 eV

Geometry as XYZ:
```
108
Properties=species:S:1:pos:R:3:forces:R:3:lowdin_charge:R:1
O -0.45610 -3.10580 -1.51658 0.41 0.83 -0.20 -0.15
O -3.29027 -1.43784 0.07013 -0.10 -0.77 -1.07 -0.23
O -0.45858 4.45290 1.35070 -5.58 0.91 3.41 -0.30
O 1.86098 3.25969 -0.69211 -0.75 -1.02 -0.94 -0.16
O 2.67602 -3.81128 1.56976 -1.66 0.52 -0.62 -0.16
O -1.66969 -0.42783 1.85026 -0.95 3.76 -4.88 -0.23
O 4.46328 -0.20620 -4.59421 1.88 2.04 -0.04 -0.17
O -2.37450 0.92076 5.20289 0.91 0.90 -0.57 -0.21
N -0.96793 -1.95741 3.16609 1.88 -1.22 1.71 0.05
N 1.24151 -0.63498 -2.88024 2.33 -4.64 -7.10 -0.13
N -0.16501 0.90344 -2.84407 -6.89 4.47 0.58 0.06
N -2.84595 1.63268 0.86238 -0.37 1.33 -0.32 -0.13
N 2.01023 -1.06824 -0.80555 1.52 -1.76 1.61 0.02
C -1.31599 -3.52813 -0.49602 2.15 -2.05 -0.04 -0.12
C -1.49421 3.55549 1.74711 -1.14 0.63 0.00 -0.15
C -2.24283 2.94611 0.53880 -1.49 -1.44 0.75 -0.16
C -0.76842 -1.86026 -2.14598 -1.55 -1.18 -0.69 -0.19
C 0.79703 2.74482 -3.62412 1.44 3.13 -2.22 -0.05
C -2.73576 0.38556 6.44514 0.12 -1.33 -0.56 -0.13
C 1.45600 4.05393 0.45263 3.51 -0.84 -2.25 -0.07
C 0.51573 -0.38134 1.09432 -0.91 0.73 0.38 -0.12
C -0.91331 -0.78235 4.03328 -0.77 0.49 2.20 -0.36
C 2.10726 -2.55582 1.05865 3.46 -1.26 -1.03 -0.15
C 2.43240 -2.40897 -0.46500 -0.29 0.29 1.32 -0.40
C 1.81321 -4.87405 1.20213 -0.68 -0.31 0.60 -0.13
C 3.84524 -2.63503 -0.85536 1.62 -0.98 0.15 -0.05
C -2.26526 0.03140 4.05156 1.12 0.49 2.52 -0.13
C -3.87089 -2.76915 0.11310 0.54 1.04 1.29 -0.06
C 0.35499 0.13386 3.86488 -1.92 -0.52 1.12 -0.03
C -3.52483 0.93948 -0.21385 1.15 1.13 0.95 -0.18
C 0.14071 -1.54668 -3.31375 1.87 -0.42 1.64 -0.14
C 5.78259 0.49642 -4.48103 -0.40 -1.83 -0.90 -0.06
C -4.14887 -0.35155 0.23012 -1.27 0.05 -1.01 -0.22
C 0.77178 2.39186 -1.08483 0.42 0.96 -0.04 -0.12
C -1.02449 5.66477 0.84908 -0.97 0.54 0.10 -0.08
C 3.54979 0.03706 -3.54057 1.32 -0.52 0.56 -0.24
C -0.86188 0.16384 0.78166 1.29 -1.13 1.85 -0.19
C 0.89753 1.78796 -2.50565 0.11 4.30 1.12 -0.35
C 2.26013 -0.55030 -3.95530 -1.27 -1.25 -0.59 -0.17
H 6.46266 -0.02132 -3.80461 -0.42 -0.05 0.62 0.08
H 0.55631 0.72941 4.75532 -0.17 -0.02 0.04 0.08
H 1.26823 3.72089 -3.50859 -0.02 0.17 0.56 0.09
H 1.88234 1.34138 -2.64280 -0.45 -0.02 0.86 0.11
H -4.11943 -2.93700 1.16103 -0.82 -0.22 -0.03 0.11
H -2.80072 0.62778 -0.96658 0.29 0.18 -0.31 0.11
H -2.42457 -0.65816 6.48876 -0.03 -0.33 0.11 0.07
H -4.97187 -0.41664 -0.48160 -0.65 -0.60 0.33 0.13
H -1.03976 1.02920 -2.35510 -0.01 0.35 0.23 0.13
H 1.96899 -5.75688 1.82218 0.54 0.08 0.05 0.09
H 0.93213 -0.08536 2.05719 -0.13 -0.44 -1.50 0.05
H -2.17408 -4.11960 -0.81532 0.36 0.24 -1.25 0.09
H 2.38124 -1.54489 -4.38451 0.52 -0.15 0.07 0.13
H 0.77464 -4.60655 1.39684 -0.20 0.24 0.18 0.07
H -2.21738 0.84641 7.28597 -0.21 0.53 -0.23 0.09
H 4.07104 -3.68868 -0.69125 0.18 -0.11 0.04 0.08
H -4.65861 -2.96537 -0.61429 -0.18 0.34 0.11 0.10
H -2.25143 0.70514 3.19483 -0.63 -0.06 0.92 0.09
H -1.15931 -0.32280 -0.14723 -0.35 1.13 0.18 0.08
H 2.34192 4.67266 0.59562 -0.11 0.36 0.22 0.10
H 1.41543 3.37450 1.30400 -0.39 0.06 0.12 0.10
H 5.87277 1.56976 -4.31391 -1.05 0.06 0.25 0.08
H -0.11001 3.03132 -1.04438 -0.18 -0.04 -0.45 0.10
H 1.80684 -5.19315 0.15991 0.60 0.19 -0.29 0.08
H -1.68521 2.82611 -0.39006 0.21 0.01 0.37 0.09
H 3.92796 -0.47038 -2.65310 -0.01 0.26 0.35 0.11
H -0.16960 2.92484 -4.09456 -0.48 0.14 0.83 0.09
H -3.10626 -0.64360 4.21029 -0.18 -0.34 -1.06 0.13
H 1.26961 -0.29093 0.31228 -0.26 1.69 1.41 0.03
H 1.00572 -1.11229 -0.70999 0.22 -0.29 -1.08 0.04
H -0.49199 -1.27675 -4.15927 0.15 0.89 -0.22 0.11
H -0.31359 1.01974 -3.83629 -0.71 -0.24 0.03 0.12
H -3.82186 0.38835 6.53714 -0.15 0.23 0.40 0.08
H -4.51518 -0.29599 1.25522 -0.40 0.04 0.25 0.14
H 0.60705 1.61390 -0.33936 0.37 -0.15 -0.12 0.10
H -1.18515 2.93061 2.58501 0.72 -0.69 -0.70 0.13
H 1.94694 0.04381 -4.81383 -0.53 0.31 -0.39 0.12
H 2.06184 -0.82431 -1.78429 0.64 -0.83 0.30 -0.03
H -2.98960 -3.38406 -0.06942 -2.54 0.47 0.36 0.00
H 1.16034 -0.58381 3.70848 0.35 0.52 -0.04 0.08
H -0.97582 -1.47103 2.28095 -0.18 -2.02 0.20 -0.06
H 3.39455 1.09316 -3.32004 0.64 0.24 -0.12 0.12
H 1.33897 2.40935 -4.50834 0.38 -0.64 -0.04 0.09
H -0.26353 6.44309 0.79197 0.07 -0.31 -0.25 0.11
H 0.54577 -2.50866 -3.62776 0.30 -0.12 0.09 0.13
H -2.30096 4.09678 2.24134 -0.01 0.51 0.27 0.12
H 0.13290 0.76604 3.00516 0.45 0.38 0.78 0.05
H -0.93564 -1.09475 -1.38828 0.37 -0.14 -0.63 0.07
H 1.03923 -2.34384 1.10850 1.45 -2.96 0.90 0.05
H 0.00385 -2.23077 3.19802 0.37 -1.24 0.48 0.06
H -1.61073 -2.83836 0.29484 0.83 0.50 -0.34 0.09
H -0.87147 -1.22490 5.02852 0.16 0.23 0.44 0.12
H 0.42260 -1.46719 1.07574 -1.53 2.20 0.27 0.03
H -1.85637 6.08045 1.41765 0.25 -0.19 1.04 0.09
H -2.61609 -0.33213 1.72072 0.42 -0.17 -0.46 0.06
H -0.75775 -4.35094 -0.04943 0.30 0.16 0.57 0.09
H 6.26616 0.30612 -5.43918 -0.31 0.10 -0.24 0.07
H -3.07966 3.60858 0.31762 0.02 0.51 -0.35 0.11
H 1.82647 -3.23044 -0.84725 -0.16 0.20 -1.02 0.11
H -3.17772 1.48191 1.80434 -0.33 0.52 -0.32 0.11
H 4.12809 -2.44400 -1.89054 -0.69 0.03 -0.31 0.07
H 0.52368 4.59537 0.29229 2.80 -0.69 -1.65 0.03
H 2.66155 -1.76287 1.56074 -0.18 0.00 0.35 0.14
H 0.79820 0.27249 -2.88880 1.67 -4.10 0.52 -0.15
H -0.87989 1.25043 0.86583 0.08 -0.73 -0.49 0.08
H -1.70411 -2.01122 -2.68431 -0.83 0.03 0.45 0.12
H -4.18466 1.66107 -0.69555 -0.72 -0.36 -0.25 0.12
H 4.61704 -2.08898 -0.31290 -0.31 0.30 0.52 0.09
H -1.57467 5.52907 -0.08204 0.70 -0.25 -0.71 0.09
```
Positions in Å, forces in eV/Å.

We obtain LUMO values of -1.2; 0.3 eV for the records listed above, in that order.
We obtain molecular weight values of 665.853; 579.865 g/mol for the records listed above, in that order.